Record 1
DFT (wB97M-V/def2-TZVPD) results for 2 unconnected molecules or ions with the total composition C2H5OPS2 in a non-equilibrium geometry.

XYZ file:
```
11
Properties=species:S:1:pos:R:3:mulliken_charge:R:1
C -1.970 -0.689 0.549 -0.534
C -1.151 0.234 0.034 -0.118
O 2.928 0.349 1.253 -0.624
P -0.497 0.016 -1.602 0.535
S -0.909 -1.594 -2.615 -0.313
S 0.787 1.417 -2.060 -0.311
H -2.254 -0.844 1.581 0.236
H -2.382 -1.438 -0.056 0.217
H -0.733 0.797 0.830 0.287
H 2.495 1.308 1.320 0.328
H 3.687 0.444 0.768 0.297
```

The calculation puts the energy relative to the best compared isomer or geometry (same formula, charge and spin) at 27.0 kcal/mol. As for the electronic energy: -35161.06340 eV. The net charge is 0. As for the HOMO-LUMO gap: 7.934 eV. Its LUMO energy is -1.4 eV.

Record 2
DFT (wB97M-V/def2-TZVPD) results for 7 unconnected molecules or ions with the total composition C28H75BN4O10P in a non-equilibrium geometry.

XYZ file:
```
119
Properties=species:S:1:pos:R:3:mulliken_charge:R:1
C -2.523 0.341 -2.104 -0.350
C -2.551 -1.162 -1.408 -0.459
C -1.043 -1.872 -1.414 -0.383
C -0.035 -1.196 -0.312 0.174
O 0.576 -2.191 0.630 -0.406
N 1.559 -1.491 1.223 0.241
C 1.621 -1.776 2.734 -0.262
N 2.070 -3.096 3.338 -0.133
C 3.063 -3.820 2.404 -0.607
C 4.476 -2.941 2.539 0.392
O 4.942 -2.390 1.256 -0.570
N 1.195 -0.707 3.534 0.098
B 0.765 0.591 2.882 0.567
O -0.720 0.834 2.824 -0.663
N 1.637 1.643 2.243 0.288
C 3.073 1.613 2.690 -0.590
C 1.473 1.736 0.743 -0.763
P 1.113 -0.772 5.331 0.065
C 2.953 -0.519 5.918 -0.433
O 0.534 -2.310 5.907 -0.478
H -3.605 0.665 -2.469 0.217
H -1.791 0.322 -3.037 -0.041
H -2.166 1.174 -1.339 0.161
H -2.864 -1.110 -0.266 0.171
H -3.344 -1.788 -2.004 0.377
H -1.116 -3.035 -1.281 0.260
H -0.601 -1.638 -2.490 0.051
H 0.888 -0.749 -0.924 0.057
H -0.519 -0.285 0.250 -0.033
H 2.490 -1.630 0.774 0.452
H 2.628 -2.964 4.216 0.299
H 3.322 -4.875 2.895 0.366
H 2.676 -3.904 1.303 0.345
H 4.349 -2.015 3.276 -0.156
H 5.345 -3.592 3.013 0.022
H 5.188 -1.417 1.440 0.366
H -1.060 1.126 3.721 0.296
H 3.321 2.666 3.195 0.219
H 3.770 1.482 1.731 0.252
H 3.348 0.805 3.487 0.014
H 2.011 2.749 0.410 0.359
H 0.321 1.867 0.457 0.219
H 1.980 0.877 0.131 0.155
H 3.726 -0.891 5.102 -0.056
H 3.138 0.649 6.048 0.133
H 3.153 -1.058 6.941 0.380
H 1.276 -2.865 6.289 0.328
C -7.487 -0.896 -1.950 -1.266
C -6.248 -0.153 -1.475 0.914
C -6.058 -0.296 0.027 -1.298
O -6.370 1.228 -1.806 -0.516
H -8.390 -0.496 -1.475 0.280
H -7.618 -0.774 -3.030 0.308
H -7.418 -1.964 -1.724 0.399
H -5.365 -0.539 -1.997 -0.215
H -6.910 0.125 0.572 0.426
H -5.169 0.253 0.356 0.245
H -5.945 -1.347 0.312 0.368
H -7.151 1.579 -1.347 0.334
C 5.751 5.053 5.492 -1.342
C 4.910 3.835 5.838 0.467
C 5.456 3.112 7.059 -1.257
O 4.895 2.941 4.728 -0.393
H 6.781 4.764 5.257 0.328
H 5.354 5.556 4.604 0.331
H 5.770 5.768 6.321 0.391
H 3.875 4.143 6.025 0.252
H 6.476 2.754 6.879 0.358
H 4.848 2.231 7.289 0.241
H 5.466 3.769 7.935 0.395
H 5.809 2.662 4.555 0.274
C 0.072 2.676 -4.814 -1.249
C -1.362 2.457 -5.270 0.883
C -1.751 3.437 -6.365 -1.486
O -2.241 2.617 -4.160 -0.429
H 0.202 3.683 -4.401 0.416
H 0.334 1.972 -4.017 0.188
H 0.774 2.545 -5.643 0.363
H -1.479 1.431 -5.636 -0.094
H -1.685 4.471 -6.008 0.382
H -2.789 3.276 -6.675 0.349
H -1.103 3.329 -7.241 0.369
H -2.144 3.525 -3.828 0.298
C 7.633 -4.447 5.430 -1.238
C 8.102 -3.111 4.877 0.619
C 9.030 -3.298 3.687 -1.238
O 8.785 -2.391 5.899 -0.562
H 8.481 -5.047 5.778 0.378
H 6.976 -4.297 6.293 0.305
H 7.089 -5.019 4.671 0.347
H 7.235 -2.512 4.577 -0.004
H 9.928 -3.857 3.974 0.348
H 9.369 -2.328 3.307 0.347
H 8.528 -3.836 2.876 0.340
H 9.557 -2.915 6.172 0.365
C -1.577 -2.900 -6.603 -1.331
C -1.108 -1.564 -7.156 0.549
C -0.180 -1.751 -8.346 -1.346
O -0.424 -0.843 -6.133 -0.458
H -0.729 -3.500 -6.254 0.335
H -2.234 -2.750 -5.740 0.302
H -2.120 -3.472 -7.362 0.393
H -1.975 -0.965 -7.455 0.260
H 0.718 -2.310 -8.059 0.338
H 0.159 -0.781 -8.726 0.333
H -0.682 -2.288 -9.157 0.383
H 0.347 -1.368 -5.861 0.281
C -8.992 2.517 -4.203 -1.085
C -10.315 1.777 -4.080 0.342
C -11.486 2.743 -4.011 -1.286
O -10.297 0.972 -2.904 -0.509
H -8.822 3.162 -3.334 0.281
H -8.157 1.809 -4.239 0.229
H -8.968 3.134 -5.107 0.398
H -10.442 1.105 -4.935 0.264
H -11.404 3.397 -3.135 0.341
H -12.430 2.197 -3.910 0.316
H -11.537 3.367 -4.909 0.367
H -10.185 1.560 -2.139 0.347
```

As for the electronic energy: -66640.59279 eV. The net charge is +1. As for the HOMO-LUMO gap: 6.928 eV. Its LUMO energy is -4.3 eV.

Record 3
DFT (wB97M-V/def2-TZVPD) results for a single C6H12O4 molecule in a non-equilibrium geometry.

XYZ file:
```
22
Properties=species:S:1:pos:R:3:mulliken_charge:R:1
C -0.343 -1.618 2.070 -0.425
C -1.328 0.276 1.103 0.275
C -1.628 -0.478 -0.226 -0.892
C -0.267 -0.439 -1.110 -0.611
C 0.407 0.871 -1.146 0.696
C 1.868 0.789 -1.175 -0.712
H -1.139 -2.342 1.450 0.195
H -0.222 -1.905 3.109 0.316
H 0.609 -1.435 1.253 0.083
H -2.177 0.917 1.438 0.340
H -1.934 -1.605 -0.217 0.243
H -2.322 0.048 -0.773 0.434
H 0.390 -1.244 -0.634 0.185
H -0.484 -0.686 -2.196 0.381
H -0.039 1.573 -1.964 0.207
H 2.273 0.369 -0.218 0.313
H 2.250 0.238 -2.088 0.222
H 3.067 2.215 -0.299 0.366
O -1.166 -0.372 2.223 -0.456
O 2.464 2.078 -1.294 -0.575
O -0.133 1.766 -0.213 -0.355
O -0.147 0.984 0.908 -0.231
```

The calculation puts the energy relative to the best compared isomer or geometry (same formula, charge and spin) at 173.2 kcal/mol. As for the electronic energy: -14599.70191 eV. The net charge is 0. As for the structure (SMILES): CO[C@@H]1CC[C@H](CO)OO1. As for the HOMO-LUMO gap: 10.410 eV. Its LUMO energy is 0.7 eV.

Record 4
DFT (wB97M-V/def2-TZVPD) results for a single B3H6N3 molecule in a non-equilibrium geometry.

XYZ file:
```
12
Properties=species:S:1:pos:R:3:mulliken_charge:R:1
B -0.568 0.998 0.705 -0.006
B 0.262 0.252 -1.313 0.100
B 0.423 -1.284 0.645 0.031
N -0.720 1.181 -0.726 -0.190
N -0.204 -0.215 1.363 -0.207
N 0.653 -0.989 -0.704 -0.148
H -0.725 1.924 1.453 -0.100
H 0.437 0.445 -2.442 -0.112
H 0.912 -2.271 1.195 -0.086
H -1.439 1.676 -1.300 0.268
H -0.527 -0.425 2.327 0.233
H 1.497 -1.292 -1.204 0.217
```

The calculation puts the energy relative to the best compared isomer or geometry (same formula, charge and spin) at 0.0 kcal/mol. As for the electronic energy: -6601.63916 eV. The net charge is 0. As for the structure (SMILES): B1NBNBN1. As for the HOMO-LUMO gap: 10.607 eV. Its LUMO energy is 0.5 eV.